{
  "formula": "C15H29FN5O5P2S2",
  "method": "ωB97M-V/def2-TZVPD",
  "species": ["S", "S", "P", "P", "F", "O", "O", "O", "O", "O", "N", "N", "N", "N", "N", "C", "C", "C", "C", "C", "C", "C", "C", "C", "C", "C", "C", "C", "C", "C", "H", "H", "H", "H", "H", "H", "H", "H", "H", "H", "H", "H", "H", "H", "H", "H", "H", "H", "H", "H", "H", "H", "H", "H", "H", "H", "H", "H", "H"],
  "coordinates": [[0.88180, 3.46319, 3.91780], [0.30530, 2.35992, 0.12567], [-4.19553, -0.17073, 0.23221], [-0.39635, 0.43632, -2.82897], [-3.81910, -0.50043, -2.92742], [-0.55136, 5.25155, 2.16695], [-5.63195, -0.39168, -0.58756], [-1.53435, 1.68883, -2.60802], [0.81377, -0.25692, 0.79972], [-4.11244, -1.08550, 1.64283], [-1.50069, 0.45859, 0.74793], [-0.46586, -0.45821, -1.29444], [1.60004, 4.92070, 1.76177], [1.14792, 5.76438, 0.79262], [-2.80973, -0.60568, -0.86322], [3.55933, -2.68673, -0.25265], [-0.14411, 5.95391, 1.06416], [3.39614, -3.57760, 1.05103], [4.07296, -1.25127, 0.10637], [1.26405, 1.85601, 3.06642], [0.78614, -0.71196, -0.56754], [0.94902, -2.30479, -0.45950], [-0.01709, 1.07388, 2.59782], [-3.93232, -2.65010, -1.88619], [0.59003, 4.61385, 2.57242], [1.21503, 1.34401, -3.08211], [-0.07111, 0.79699, 1.02948], [-1.59537, -0.21830, -0.50191], [2.29831, -2.72657, -1.18379], [-3.06060, -1.36061, -2.10174], [-4.98097, -2.51071, -2.22884], [3.03301, -4.57469, 0.71118], [-0.84902, 6.56588, 0.47251], [-3.92932, -2.94277, -0.80697], [-2.14707, -1.63839, -2.66956], [4.38837, -3.18245, -0.82917], [4.42562, -3.66267, 1.48106], [-1.72142, -0.24987, 1.46960], [-1.18816, 2.47567, -3.06690], [2.71126, -3.09934, 1.78944], [1.08255, 2.11160, -3.88861], [2.44733, -2.08546, -2.09516], [1.73539, 1.23872, 3.87679], [0.13306, -2.78486, -1.05059], [0.03214, 0.04571, 3.05793], [2.04730, 1.97300, 2.28516], [1.93039, 0.59254, -3.51864], [3.30850, -0.58160, 0.56852], [2.20781, -3.77288, -1.57984], [-6.26826, -0.72334, 0.07912], [0.89728, -2.66145, 0.59145], [-4.35735, -2.01419, 1.43943], [-0.71890, 3.18190, 0.54397], [4.48668, -0.70579, -0.78050], [-3.47776, -3.46224, -2.50373], [1.70653, 1.74292, -2.16720], [4.88316, -1.37348, 0.87339], [-0.96804, 1.52188, 2.97424], [1.73224, -0.36860, -1.03939]],
  "forces_ev_per_angstrom": [[-0.5, 0.2, -0.7], [0.2, 0.2, -0.3], [-0.6, 4.4, 1.8], [-1.2, 0.8, -3.0], [0.9, -0.5, 0.6], [0.3, -0.1, -0.2], [1.6, -1.6, 1.0], [1.4, -0.9, 0.1], [-1.1, 1.1, -1.1], [-0.5, -1.2, -2.8], [1.8, -3.0, -1.3], [-0.6, 2.2, 1.9], [-1.0, -0.5, 1.3], [-2.8, 0.3, 0.6], [-0.2, -2.0, -0.8], [0.3, -0.1, 0.0], [1.7, -0.4, -0.5], [0.4, 0.7, -1.2], [0.1, -0.1, 0.2], [-0.3, -0.5, 0.3], [1.1, -2.8, 1.3], [0.7, 0.2, -1.4], [0.5, -0.9, -0.3], [0.5, 0.1, 0.0], [2.3, 0.2, -1.6], [0.9, -0.7, 0.7], [-0.9, 1.9, 2.7], [0.4, 0.5, 0.6], [-0.1, -0.4, 0.5], [-1.5, -0.6, -1.1], [0.8, 0.2, 0.3], [0.2, 0.6, 0.6], [0.4, -0.5, 0.8], [0.0, 0.0, -0.9], [-0.3, 0.6, 0.7], [-0.7, 0.5, 0.4], [-1.0, -0.1, -0.1], [-0.6, 0.7, -0.1], [-0.3, -0.2, 0.4], [0.5, -0.5, -0.5], [-0.2, -0.5, 0.9], [-0.1, -0.4, 0.8], [-0.4, 0.8, -0.5], [0.4, 0.4, 0.6], [-0.1, 0.8, -0.4], [-0.8, 0.1, 0.4], [-0.7, 0.5, 0.3], [0.4, -0.6, -0.2], [-0.1, 0.9, 0.4], [0.0, 0.1, -0.5], [0.1, 0.4, -0.7], [0.2, 0.1, 0.7], [0.4, -1.0, 0.0], [-0.3, -0.6, 0.7], [-0.4, 0.5, 0.7], [-0.4, 0.1, -0.8], [-0.6, 0.3, -0.8], [0.8, 0.0, -0.6], [-1.2, 0.4, -0.3]],
  "nbo_charge": [0.2762, -0.0583, 1.4867, 1.2528, -0.3457, -0.4147, -0.9446, -0.9777, -0.5301, -0.9556, -0.6345, -0.7758, -0.2810, -0.2702, -0.6735, -0.2124, 0.2625, -0.6190, -0.6343, -0.5274, 0.2340, -0.4269, -0.4569, -0.6597, 0.2648, -1.0066, 0.3178, 0.7696, -0.4045, 0.3328, 0.2660, 0.2152, 0.2256, 0.1957, 0.2207, 0.2113, 0.2263, 0.4154, 0.5057, 0.1994, 0.2749, 0.1986, 0.2499, 0.2134, 0.2252, 0.2587, 0.2574, 0.1979, 0.2250, 0.5125, 0.2347, 0.4898, 0.1720, 0.2151, 0.2471, 0.2560, 0.2278, 0.2475, 0.2273],
  "homo_lumo_gap_ha": 0.29564,
  "charge": 1,
  "smiles": "CC(C)CC[C@@H]1O[C@](S)(CCSc2nnco2)NC(N([C@@H](C)F)P(O)O)=[N+]1P(C)O",
  "homo_energy_ha": -0.4288,
  "fmax_ev_per_a": 4.78
}